(1)
The following is a DFT calculation (the ωB97M-V functional and the def2-TZVPD basis) of the ion C6H9N4 with charge +1 at a distorted geometry.

Structure (ORCA input):
```
! wB97M-V def2-TZVPD RIJCOSX def2/J DEFGRID3
* xyz 1 1
C -1.70 0.55 0.75
C -0.05 -1.28 -1.76
C -0.43 -1.00 1.81
C -0.79 0.54 -0.44
C 0.62 0.27 0.10
C 1.69 1.30 -0.03
N -1.54 -0.29 1.69
N 1.08 -1.17 -1.23
N -1.11 -0.55 -1.37
N 0.67 -0.57 1.22
H -2.50 1.28 0.84
H -0.20 -2.02 -2.54
H -0.40 -1.83 2.50
H -0.83 1.50 -0.97
H 1.67 1.76 -1.02
H 2.67 0.85 0.11
H 1.56 2.08 0.72
H -1.99 -0.54 -1.88
H 1.59 -0.89 1.49
*
```

Its HOMO-LUMO gap is 7.9137 eV. For the highest occupied orbital energy, the calculation gives -13.652 eV. The relative energy (zero: lowest compared OMol25 entry of this formula, charge and spin) is 73.96 kcal/mol. The value obtained for the total energy is -452.73058 Ha. The calculation puts the maximum force at 3.936 eV/A.

=====

(2)
The following is a DFT calculation (the ωB97M-V functional and the def2-TZVPD basis) of a cluster of 2 separate species, C5H10O2 in total.

Structure (ORCA input):
```
! wB97M-V def2-TZVPD RIJCOSX def2/J DEFGRID3
* xyz 0 1
C -0.61 -0.39 -1.79
C -0.58 -1.15 -0.45
O 2.19 1.07 -0.71
C 1.82 1.53 0.35
C 0.17 -0.43 1.85
C -0.62 -0.28 0.79
O -1.59 0.68 0.82
H 0.40 -0.20 -2.16
H -1.10 0.59 -1.70
H -1.17 -0.96 -2.54
H 0.32 -1.76 -0.40
H 0.89 2.11 0.46
H 2.41 1.39 1.28
H 0.95 -1.19 1.85
H 0.05 0.19 2.73
H -1.43 -1.85 -0.39
H -2.09 0.65 -0.01
*
```

Its HOMO-LUMO gap is 9.7614 eV. For the highest occupied orbital energy, the calculation gives -8.948 eV. The relative energy (zero: lowest compared OMol25 entry of this formula, charge and spin) is 55.78 kcal/mol. Its SMILES is C=C(O)CC.C=O. The value obtained for the total energy is -346.93654 Ha. The calculation puts the maximum force at 0.508 eV/A.

=====

(3)
The following is a DFT calculation (the ωB97M-V functional and the def2-TZVPD basis) of a structure of composition C9H15PTi at a distorted geometry.

Structure (ORCA input):
```
! wB97M-V def2-TZVPD RIJCOSX def2/J DEFGRID3
* xyz 2 1
P -1.87 -1.31 1.12
C -0.08 -1.90 1.05
C 1.00 -0.99 1.73
C 0.90 0.52 1.42
C 0.74 0.86 -0.02
C 1.13 0.02 -1.04
C 0.91 0.35 -2.41
C 0.29 1.62 -2.69
C -0.03 2.45 -1.65
C 0.16 2.10 -0.34
H -1.64 -0.54 -0.20
H -1.72 -0.78 2.44
H -2.33 -2.65 0.95
H -3.23 -0.85 1.03
H -0.03 -2.86 1.57
H 0.12 -2.12 -0.01
H 1.97 -1.44 1.50
H 0.87 -1.08 2.82
H 0.05 0.93 1.99
H 1.79 1.03 1.81
H 1.57 -0.92 -0.76
H 1.21 -0.37 -3.18
H 0.10 1.88 -3.73
H -0.47 3.43 -1.87
H -0.12 2.78 0.47
Ti -1.30 -0.14 -2.00
*
```

Its HOMO-LUMO gap is 7.2149 eV. For the highest occupied orbital energy, the calculation gives -16.363 eV. The value obtained for the total energy is -1541.91846 Ha. The calculation puts the maximum force at 2.475 eV/A.

=====

(4)
The following is a DFT calculation (the ωB97M-V functional and the def2-TZVPD basis) of a cluster of 6 separate species, C4H19N2O6S in total at a distorted geometry.

Structure (ORCA input):
```
! wB97M-V def2-TZVPD RIJCOSX def2/J DEFGRID3
* xyz -1 1
O 1.48 -0.52 -1.08
C 0.62 -1.11 -0.35
C -0.67 -0.17 -0.41
C -1.59 -1.04 -1.27
S -0.45 -2.44 -1.81
N -0.86 0.22 0.91
C -2.19 0.53 1.46
N -2.57 -0.62 2.29
H 1.09 -1.78 0.37
H -0.21 0.53 -1.20
H -1.88 -0.54 -2.17
H -2.51 -1.29 -0.81
H -0.36 1.07 1.06
H -3.00 0.74 0.73
H -2.17 1.29 2.21
H -1.89 -1.38 2.40
H -3.38 -0.93 1.98
H 1.36 -0.03 -2.85
H 0.15 0.46 -3.58
O 1.14 0.42 -3.53
H 0.83 2.98 1.00
H 0.32 2.82 -0.42
O 0.09 2.97 0.57
H 3.33 -1.10 -0.47
H 3.42 -0.14 0.38
O 3.90 -0.91 0.22
H 0.21 -1.72 2.74
H 1.16 -1.90 3.86
O 0.71 -2.33 3.29
H 1.11 2.22 -2.64
H 1.59 1.45 -1.27
O 1.21 2.25 -1.61
*
```

Its HOMO-LUMO gap is 7.0560 eV. For the highest occupied orbital energy, the calculation gives -3.917 eV. The relative energy (zero: lowest compared OMol25 entry of this formula, charge and spin) is 143.59 kcal/mol. The value obtained for the total energy is -1122.84495 Ha. The calculation puts the maximum force at 10.960 eV/A.